[1]
{
  "formula": "C8H8Cl2N4O",
  "method": "ωB97M-V/def2-TZVPD",
  "energy_ha": -1524.0096,
  "gap_ev": [7.58, 7.08],
  "max_force_ev_per_a": 3.9,
  "spin_multiplicity": 1,
  "total_charge": 0,
  "species": ["C", "C", "C", "O", "H", "N", "Cl", "C", "H", "N", "Cl", "H", "C", "C", "C", "H", "H", "N", "N", "H", "C", "H", "H"],
  "xyz": [[0.77719, -2.34173, 0.90020], [0.26186, -1.22784, 0.20185], [-1.34246, -2.77802, 1.98598], [-0.21780, 1.15654, -2.00118], [1.58805, -0.66797, -1.36570], [-0.70899, 2.41419, -1.93564], [1.99100, 3.31422, -2.42545], [-1.87422, -1.88149, 1.12132], [-0.79168, 3.58932, -0.05801], [0.50628, 2.05774, -0.16769], [0.61672, -4.58147, 2.50353], [0.60236, 5.11724, -1.79008], [1.09557, -0.23786, -0.57693], [-1.11655, -1.09207, 0.27882], [0.01277, -3.06140, 1.78861], [-1.91915, -3.37933, 2.77062], [1.86415, -2.59207, 0.86385], [0.51269, 0.99877, -0.85894], [1.12185, 4.23948, -1.33042], [-2.98562, -1.74238, 1.10903], [-0.21465, 3.06057, -0.78804], [-1.68696, -0.37092, -0.31034], [1.90762, 0.00646, 0.08460]],
  "forces_ev_per_angstrom": [[2.098, 0.606, 0.064], [-1.516, -0.735, 0.388], [0.350, -2.006, 1.375], [0.162, 0.433, 0.918], [0.690, -0.823, -2.562], [-1.612, 0.604, -0.674], [0.453, 0.010, -1.038], [-2.531, 0.838, 0.122], [-0.570, 0.989, -0.317], [1.116, -1.597, 2.021], [0.013, 1.106, -0.222], [1.509, -2.648, 0.568], [0.640, -0.889, 3.142], [-0.143, 0.524, -0.575], [-0.531, -1.058, 0.080], [0.747, 1.038, -1.488], [-0.958, 0.230, -0.186], [-1.275, 2.236, -1.285], [-3.281, 1.749, 1.300], [1.146, -0.006, 0.113], [2.507, -0.916, -2.180], [0.496, -0.001, 0.043], [0.489, 0.316, 0.394]]
}



[2]
{
  "formula": "C8H8Cl9N",
  "method": "ωB97M-V/def2-TZVPD",
  "energy_ha": -4506.0609,
  "gap_ev": 9.45,
  "max_force_ev_per_a": 3.9,
  "spin_multiplicity": 1,
  "total_charge": 0,
  "smiles": "ClC(Cl)Cl.ClC(Cl)Cl.ClC(Cl)Cl.c1ccncc1",
  "species": ["Cl", "Cl", "Cl", "C", "Cl", "N", "H", "Cl", "Cl", "C", "H", "C", "H", "C", "C", "H", "C", "H", "C", "H", "H", "C", "Cl", "Cl", "H", "Cl"],
  "xyz": [[-1.10086, 2.56844, -2.91625], [-1.53137, 0.40511, -0.97239], [-0.71401, 5.01396, 0.88058], [-0.25282, -2.87521, -0.19443], [4.80417, 0.95830, 0.35546], [-1.97661, -4.59538, 0.08354], [-2.32082, -2.56541, 0.40433], [3.32999, -1.47608, 1.43710], [-2.67142, 2.98772, -0.32780], [-1.56020, -3.28519, 0.14019], [1.68067, -3.40892, -0.57038], [3.22166, 0.29370, 1.07811], [-1.19398, -6.55526, -0.16946], [0.66934, -3.77901, -0.48888], [0.31104, -5.13446, -0.53248], [3.11533, 0.81818, 2.02770], [-0.82805, 6.73031, 0.83780], [-0.45583, 7.04603, 1.81242], [-1.33684, 2.18325, -1.14033], [0.96421, -5.97160, -0.72985], [-0.42719, 2.48113, -0.61888], [-1.04219, -5.49493, -0.30748], [-0.01989, 7.48168, -0.57879], [-2.52083, 7.20341, 0.75188], [-0.03312, -1.81789, -0.18008], [1.88960, 0.78804, -0.08155]],
  "forces_ev_per_angstrom": [[-0.405, -0.008, 1.428], [0.117, 0.608, -0.100], [0.618, -0.724, -0.080], [-3.299, 1.726, 1.020], [-1.300, -0.847, 0.694], [1.134, 1.089, -0.235], [-0.058, 0.039, 0.129], [-0.245, 1.409, -0.571], [-0.247, -0.281, -0.741], [0.014, -1.971, -0.963], [0.289, -0.411, -0.400], [0.853, 0.404, -0.941], [-0.828, -0.088, -0.410], [2.003, -2.395, -0.335], [-1.395, -0.001, -0.123], [-0.265, -0.169, -0.352], [-0.279, 0.825, -0.108], [0.291, 0.543, -0.578], [0.226, -0.538, -0.539], [0.458, 0.304, -0.056], [-0.114, -0.125, -0.291], [1.591, 1.652, 1.250], [0.171, -0.416, 0.815], [-0.440, 0.146, 0.175], [0.145, 0.060, 0.149], [0.965, -0.831, 1.163]]
}



[3]
{
  "formula": "C8H8ClN3O2",
  "method": "ωB97M-V/def2-TZVPD",
  "energy_ha": -1084.5423,
  "gap_ev": 9.53,
  "max_force_ev_per_a": 5.8,
  "spin_multiplicity": 1,
  "total_charge": 0,
  "smiles": "Nc1nc(C2CC2)nc(C(=O)O)c1Cl",
  "species": ["H", "C", "N", "Cl", "C", "C", "H", "H", "H", "H", "N", "O", "C", "C", "O", "H", "C", "H", "C", "H", "C", "N"],
  "xyz": [[1.45072, -4.35059, 1.87981], [-1.59770, 1.46766, -2.14889], [1.54963, 2.06516, 1.24339], [3.20891, -0.69376, 2.06026], [1.32493, -2.86922, 0.84812], [-0.58452, 0.06267, -0.34528], [-0.83960, 2.15883, -1.99849], [1.08408, 2.91330, 0.85054], [-3.66397, 0.97038, -1.59473], [-2.59806, 1.95773, -0.31770], [0.02282, 1.09718, 0.28971], [0.78787, -3.62658, 1.82805], [1.04180, 0.85247, 1.08994], [1.63016, -0.38560, 1.28305], [2.28689, -3.25531, 0.21346], [2.36002, 2.12753, 1.75600], [-2.68860, 1.26089, -1.15633], [-1.98311, -0.74166, -1.84148], [0.94086, -1.40571, 0.73274], [-2.02085, 1.43630, -3.19779], [-1.66774, 0.13473, -1.36395], [-0.04452, -1.17640, -0.11042]],
  "forces_ev_per_angstrom": [[-0.682, 0.071, 0.054], [-2.992, -2.041, -2.482], [0.863, 2.127, 1.161], [-1.226, 0.671, -0.259], [2.433, 0.265, 0.191], [3.154, -1.801, 1.744], [1.293, 0.913, 0.562], [0.630, -1.727, 0.694], [0.556, 0.723, 0.688], [-0.472, -0.856, 0.133], [-4.782, -2.288, -2.449], [0.368, 0.370, -0.489], [0.125, 1.874, -2.481], [1.582, -0.108, 1.715], [-1.091, 0.024, 0.182], [2.083, 0.792, 1.309], [0.050, -0.047, -0.359], [-0.132, -1.088, -0.375], [-1.569, -1.062, -1.178], [1.069, -0.100, 1.127], [1.280, 3.573, 1.427], [-2.543, -0.285, -0.914]]
}



[4]
{
  "formula": "C8H8ClNO3",
  "method": "ωB97M-V/def2-TZVPD",
  "energy_ha": -1050.0410,
  "gap_ev": [6.24, 9.14],
  "max_force_ev_per_a": 3.5,
  "spin_multiplicity": 1,
  "total_charge": 0,
  "species": ["O", "H", "H", "O", "C", "C", "H", "O", "H", "H", "H", "C", "C", "C", "Cl", "H", "C", "C", "H", "N", "C"],
  "xyz": [[-0.99614, 2.24390, -1.35835], [0.08116, -2.40067, 1.25708], [2.34012, 0.08053, -0.47019], [-2.38532, 1.94146, 0.31387], [-1.24507, -0.68554, 0.75805], [1.16323, 1.80468, 0.40173], [1.17463, -0.09561, 1.97833], [0.93969, 1.95013, 1.55333], [0.95964, 2.66196, -0.31077], [-1.38746, -0.05701, 1.62032], [-0.49015, -2.22729, -1.40639], [0.16384, -0.04354, -1.13283], [0.19023, -1.48624, 0.61600], [1.18300, -0.54313, 1.04729], [-2.44516, -1.87309, 0.47854], [0.56589, 0.19385, -2.14263], [0.30134, -1.56987, -0.91918], [-1.06690, 0.23407, -0.39690], [1.15577, -2.04200, -1.33504], [-1.56320, 1.53638, -0.48807], [1.36085, 0.37702, -0.06419]],
  "forces_ev_per_angstrom": [[-1.166, -0.337, 0.619], [0.166, 0.608, -0.873], [-0.221, 0.746, -0.804], [-0.380, -0.128, -0.027], [2.198, 0.689, -1.439], [-0.260, 0.325, -1.916], [0.197, 0.196, 2.036], [-0.244, 1.298, 2.275], [0.823, -0.847, 0.286], [-0.226, -0.349, 0.782], [0.356, 1.249, 0.800], [2.807, -2.021, -0.416], [-1.577, -1.832, 1.351], [0.086, -0.372, -0.934], [-1.688, -0.842, 0.112], [-1.514, 0.725, 0.658], [-2.061, -1.002, 0.135], [0.158, 0.511, -1.170], [1.464, 0.131, 0.124], [0.972, 0.955, -0.401], [0.112, 0.297, -1.197]]
}



[5]
{
  "formula": "C8H8ClNO4",
  "method": "ωB97M-V/def2-TZVPD",
  "energy_ha": -1125.3287,
  "gap_ev": 8.06,
  "max_force_ev_per_a": 4.6,
  "spin_multiplicity": 1,
  "total_charge": 0,
  "species": ["O", "O", "Cl", "H", "H", "H", "C", "N", "H", "C", "C", "C", "C", "H", "H", "H", "H", "C", "C", "O", "O", "C"],
  "xyz": [[-0.33522, -1.16192, 1.54427], [1.90080, -1.95576, -0.64154], [-3.44966, 0.70016, -0.47148], [-1.37956, -0.89783, -1.28963], [1.84905, 1.02261, -2.72865], [-1.63562, 0.42703, 1.97546], [-0.98824, -0.27745, 2.48356], [0.80054, -1.92207, -0.18375], [2.76168, 1.57003, -0.38508], [-1.71126, 1.19485, -0.59534], [1.32336, 0.75984, -1.86648], [1.84826, 1.01833, -0.47819], [0.10787, 0.27152, -2.03293], [-1.57640, -0.92853, 3.19652], [-0.19807, 0.21633, 3.25012], [-0.25174, 0.20170, -2.99526], [1.53780, 0.52673, 1.67964], [-0.88279, 0.00442, -1.00388], [1.31810, 0.38975, 0.59606], [0.00406, -2.83299, -0.08513], [-1.36723, 2.30852, -0.47451], [0.32425, -0.63528, 0.50622]],
  "forces_ev_per_angstrom": [[-0.495, 1.269, 1.422], [0.796, -0.225, -0.650], [0.041, 0.249, 0.301], [-0.931, -0.323, 0.518], [1.187, 0.352, -0.946], [0.071, 0.247, 0.042], [1.629, -0.440, 2.565], [-0.940, -0.350, 1.028], [0.028, 0.662, 0.207], [-0.173, -1.753, -0.945], [-0.322, -0.146, 2.549], [-0.538, -1.450, -0.191], [0.757, 1.276, 0.601], [0.458, 0.540, -1.243], [-1.645, -0.654, -2.155], [-0.725, -0.192, -2.228], [0.743, 0.415, -1.076], [1.827, -1.059, 2.925], [0.866, 1.145, 1.054], [0.486, -0.192, -0.909], [0.182, 0.685, 0.346], [-3.302, -0.057, -3.215]]
}



[6]
{
  "formula": "C8H8F2",
  "method": "ωB97M-V/def2-TZVPD",
  "energy_ha": -509.3310,
  "gap_ev": 10.34,
  "max_force_ev_per_a": 0.6,
  "spin_multiplicity": 1,
  "total_charge": 0,
  "smiles": "Fc1ccc(F)cc1.C=C",
  "species": ["H", "H", "H", "H", "C", "F", "C", "H", "F", "C", "H", "C", "C", "C", "H", "C", "C", "H"],
  "xyz": [[-0.02454, -3.55784, -2.71259], [2.04649, -2.25549, -2.38826], [-0.91860, -2.43747, -1.50239], [0.29747, 3.07149, -0.54590], [0.00420, -2.69847, -2.03298], [-2.61157, -0.19065, 0.65095], [0.02874, 2.23532, 0.11305], [1.31361, 0.54851, 2.79146], [2.04760, 2.53703, 1.29446], [1.12368, -1.99448, -1.85766], [-0.86139, -0.72491, 2.49113], [0.60231, 0.81086, 1.99721], [-1.16629, 1.53556, -0.05186], [-1.45371, 0.48722, 0.81086], [-1.87761, 1.79789, -0.84610], [0.88977, 1.85924, 1.13448], [-0.59264, 0.11126, 1.83220], [1.15242, -1.13511, -1.17805]],
  "forces_ev_per_angstrom": [[-0.039, 0.353, 0.297], [-0.361, 0.149, 0.245], [0.353, -0.141, -0.237], [-0.141, -0.445, 0.351], [0.251, 0.164, 0.044], [0.123, 0.063, 0.010], [0.056, 0.156, -0.127], [-0.376, 0.141, -0.423], [-0.133, -0.078, -0.018], [-0.254, -0.158, -0.039], [0.142, 0.442, -0.352], [0.148, -0.050, 0.151], [-0.140, 0.044, -0.162], [0.222, 0.128, 0.027], [0.378, -0.143, 0.420], [-0.203, -0.120, -0.032], [-0.057, -0.175, 0.121], [0.031, -0.329, -0.276]]
}



ΔE to the lowest compared entry with this formula, charge and spin for the records above, in order: 159.1; 121.3; 0.0; 708.9; 9.7; 0.0 kJ/mol